39
Properties=species:S:1:pos:R:3:forces:R:3 method="wB97M-V/def2-TZVPD" e_tot_ha=-1184.9222 multiplicity=1 homo_lumo_gap_ev="7.40 / 4.03" charge=+2 max_force_ev_per_a=4.18 homo_ha="-0.584 / -0.541" lumo_energy_ha="-0.3124 / -0.3932"
C 0.05409 3.05410 0.57643 0.08 -1.29 -2.41
N 0.17465 1.77833 0.09067 0.72 1.20 -0.53
N 0.38583 1.83046 -1.26231 -0.09 0.26 0.77
C 0.31113 3.13490 -1.64666 0.07 -0.31 0.77
C 0.10177 3.94613 -0.50536 0.02 -0.41 -0.03
B 0.63113 0.49529 -2.05930 0.81 -0.02 -0.04
N 1.72858 -0.49274 -1.45616 0.09 0.57 0.49
N 1.79899 -0.80620 -0.11933 0.16 -0.27 0.32
C 2.89600 -1.59590 0.07840 -0.34 0.63 -2.39
C 3.53308 -1.79848 -1.17590 -1.50 0.71 0.95
C 2.74756 -1.09569 -2.09905 0.53 -0.08 0.33
Sn 0.39081 0.09740 1.39707 0.63 1.71 -0.92
N -0.65990 -0.38098 -2.00271 -1.22 -0.10 -3.27
N -1.16662 -0.93158 -0.83783 -3.17 -1.57 -0.93
C -2.33987 -1.52868 -1.21389 2.20 1.21 -0.56
C -2.53858 -1.40944 -2.63550 0.79 0.07 2.25
C -1.41379 -0.68150 -3.07971 1.93 0.97 1.96
H -3.06224 -1.98919 -0.59022 -0.06 -0.28 0.95
H -1.15069 -0.38709 -4.07166 0.20 0.26 -0.33
H -3.35097 -1.74960 -3.19940 -1.00 -0.48 -0.72
H 0.92173 0.72577 -3.22087 -0.29 -0.09 0.65
H 2.89198 -0.97340 -3.17617 -0.14 0.00 0.54
H 0.42758 3.35639 -2.70189 -0.05 0.23 0.28
H 4.42180 -2.36683 -1.33411 0.25 -0.17 -0.22
H -0.02128 5.03527 -0.40907 0.19 -0.80 -0.41
H 3.20465 -1.99468 1.02361 -0.16 0.10 0.37
H -0.06301 3.19892 1.62502 -0.14 0.29 0.47
H -0.50217 -2.20547 1.31392 0.38 1.67 -0.56
C 0.09994 -2.11252 2.22096 0.25 -3.71 1.91
H 0.82426 -2.92513 2.00824 -0.45 -0.02 0.49
H 0.74650 -1.45009 2.86107 -0.87 -0.26 -0.97
H -0.69765 -2.45216 2.91835 0.75 -0.07 0.05
C -1.33689 0.70434 4.13522 -0.73 -0.21 -1.46
O -2.31704 0.64128 2.92670 1.93 0.08 0.81
C -1.82050 0.50523 1.67550 -1.35 0.25 1.11
O -2.49094 0.65310 0.69483 0.46 -0.09 0.86
H -1.94297 1.01841 4.98916 0.00 -0.18 -0.41
H -0.53518 1.43351 3.95965 -0.44 -0.01 -0.15
H -0.88177 -0.28150 4.30230 -0.46 0.20 -0.04


18
Properties=species:S:1:pos:R:3:forces:R:3 method="wB97M-V/def2-TZVPD" e_tot_ha=-326.9892 multiplicity=1 homo_lumo_gap_ev=10.27 charge=0 max_force_ev_per_a=7.46 homo_ha=-0.346 smiles="CCN(C)C(C)=O" lumo_energy_ha=0.0318
C 0.00792 1.59253 1.80578 1.83 0.20 0.72
C -0.72125 0.92289 0.64839 3.28 -1.82 1.87
N 0.03595 -0.16583 -0.03313 1.28 3.37 2.33
C 1.08529 0.40358 -0.83375 -1.06 6.81 2.88
C -0.71917 -1.04190 -0.67506 -5.26 -1.10 -1.84
C -0.14828 -2.37337 -0.94006 1.98 3.86 -2.06
O -1.88987 -0.77825 -1.05379 2.24 -0.52 1.15
H 0.83113 2.19640 1.31978 -0.64 -0.41 0.93
H -0.65486 2.36913 2.38000 1.17 -1.83 -0.93
H 0.57888 0.77286 2.51495 -1.79 2.16 -1.59
H -1.59009 0.54881 0.96302 -3.14 -2.60 2.03
H -1.19480 1.52838 0.02175 -0.75 3.55 -3.46
H 1.94927 1.02941 -0.15595 -2.73 -1.65 -1.98
H 0.60202 1.06792 -1.69175 0.85 -0.41 1.97
H 1.57019 -0.19471 -1.39903 3.49 -4.92 -3.21
H -0.69526 -3.14378 -0.65389 -3.42 -3.42 -0.23
H 0.32377 -2.21432 -1.90352 -0.45 -1.26 -0.71
H 0.62918 -2.51977 -0.31375 3.11 -0.01 2.13


17
Properties=species:S:1:pos:R:3:forces:R:3 method="wB97M-V/def2-TZVPD" e_tot_ha=-2744.9563 multiplicity=1 homo_lumo_gap_ev=5.59 charge=+4 max_force_ev_per_a=2.71 homo_ha=-0.748 lumo_energy_ha=-0.5421
Ca 1.02890 -0.44982 3.20108 -0.71 -0.80 -0.42
Ca 2.54770 2.23865 -2.36076 -0.71 -0.46 -0.02
Ca -2.60770 -1.82966 -2.07742 1.11 -1.22 1.70
N -0.31775 -3.08337 0.44729 0.83 0.87 0.76
O -1.32415 -2.97155 -0.31277 -1.77 0.32 -2.02
O 0.80799 -3.14062 -0.02039 -0.25 0.10 -0.18
O -0.53273 -3.03802 1.66789 0.28 0.50 0.32
N 0.14342 0.22787 -0.59985 -0.30 -0.31 1.59
O 0.78692 0.92662 -1.44541 1.03 0.38 -0.13
O -0.89201 -0.32227 -0.92654 -0.55 -0.02 -1.14
O 0.50789 0.12702 0.58423 0.82 0.62 -0.72
O 1.98331 1.59518 2.72799 0.02 -0.54 -0.26
H 1.68952 2.48474 2.49128 -0.21 0.22 0.41
H 2.76741 1.44369 2.18704 0.40 0.24 0.16
O -2.34555 2.24997 -1.68677 0.23 -0.27 -0.01
H -2.03511 2.15356 -2.59284 -0.18 0.23 -0.17
H -2.20805 1.38800 -1.28403 -0.03 0.16 0.15